{"formula": "C35H75N9O13", "method": "ωB97M-V/def2-TZVPD", "symbols": ["O", "C", "C", "C", "C", "O", "H", "H", "H", "H", "H", "H", "O", "C", "C", "C", "C", "O", "H", "H", "H", "H", "H", "H", "C", "N", "C", "C", "O", "H", "H", "H", "H", "H", "H", "H", "C", "N", "C", "C", "O", "H", "H", "H", "H", "H", "H", "H", "C", "N", "C", "C", "O", "H", "H", "H", "H", "H", "H", "H", "C", "N", "C", "C", "O", "H", "H", "H", "H", "H", "H", "H", "C", "N", "C", "C", "O", "H", "H", "H", "H", "H", "H", "H", "C", "N", "C", "C", "O", "H", "H", "H", "H", "H", "H", "H", "C", "N", "C", "C", "O", "H", "H", "H", "H", "H", "H", "H", "C", "N", "C", "C", "O", "H", "H", "H", "H", "H", "H", "H", "C", "N", "C", "C", "O", "H", "H", "H", "H", "H", "H", "H"], "positions_angstrom": [[-3.41554, -3.18998, -1.06897], [-2.66024, -4.02427, -1.56298], [-2.54221, -4.56826, -2.96450], [-1.59177, -5.72523, -2.84105], [-0.93023, -5.57600, -1.46411], [-1.69305, -4.57428, -0.77681], [-3.50960, -4.80987, -3.40479], [-2.01528, -3.85104, -3.59382], [-2.05723, -6.71014, -2.80355], [-0.78787, -5.66028, -3.57427], [-0.96551, -6.44641, -0.80895], [0.08379, -5.19746, -1.59288], [-1.69776, 0.33813, 2.09875], [-1.15103, 0.01664, 1.03716], [0.34445, -0.24002, 0.77809], [0.37797, -0.02960, -0.69311], [-0.97948, -0.44890, -1.21097], [-1.82809, -0.16378, -0.08922], [0.88919, 0.46258, 1.40875], [0.68644, -1.22204, 1.10487], [0.66249, 0.95473, -1.06491], [1.15569, -0.69968, -1.05953], [-1.19004, 0.26425, -2.00795], [-1.03809, -1.50679, -1.46694], [4.37161, -2.86377, 6.32765], [3.21580, -2.76716, 5.47244], [2.50214, -1.66078, 5.30393], [1.29938, -1.70524, 4.40070], [2.81216, -0.57624, 5.84387], [4.68179, -1.91986, 6.77592], [5.25524, -3.13782, 5.75130], [4.20315, -3.48941, 7.20416], [3.02265, -3.56416, 4.88288], [0.69553, -2.58651, 4.61710], [1.65073, -1.84508, 3.37840], [0.67323, -0.82798, 4.56336], [-3.25589, -0.04474, 5.28634], [-2.64966, 1.12629, 4.57447], [-2.75608, 2.40177, 4.92310], [-3.63978, 2.88819, 6.07894], [-2.16268, 3.21557, 4.29819], [-2.49032, -0.46594, 5.93794], [-3.59383, -0.66663, 4.45740], [-4.21169, 0.11034, 5.78686], [-2.17947, 0.89186, 3.71187], [-3.74674, 2.13251, 6.85714], [-4.49898, 3.40656, 5.65331], [-2.93723, 3.62698, 6.46458], [0.96950, 2.54931, 3.69033], [2.08779, 1.60572, 3.77798], [2.94967, 1.49882, 2.79120], [3.94354, 0.35016, 2.87337], [2.85221, 2.16455, 1.81130], [0.81848, 2.96980, 2.69611], [1.23644, 3.42570, 4.28090], [-0.01941, 2.20682, 3.99506], [2.22975, 0.95268, 4.53527], [4.87050, 0.63602, 2.37624], [3.57709, -0.56404, 2.40640], [4.27132, 0.21435, 3.90402], [-3.21386, 2.54316, 0.46470], [-4.07091, 3.62835, 0.18188], [-5.37400, 3.68654, 0.23807], [-6.03735, 5.00051, -0.18168], [-6.07658, 2.73233, 0.47255], [-3.63973, 1.61894, 0.07409], [-3.04672, 2.36036, 1.52618], [-2.24823, 2.58793, -0.03894], [-3.63090, 4.40485, -0.29091], [-5.70361, 5.80529, 0.47333], [-7.11342, 4.91813, -0.02873], [-5.92721, 5.10952, -1.26061], [1.73745, 3.59128, -1.03750], [1.48673, 4.36303, 0.19225], [0.83305, 5.54055, 0.33872], [0.53351, 6.37570, -0.92163], [0.68564, 6.04570, 1.42918], [2.50818, 4.02119, -1.67722], [0.79210, 3.49490, -1.57145], [1.96436, 2.54511, -0.83228], [1.63109, 3.88351, 1.06936], [0.75630, 7.42033, -0.70439], [-0.53501, 6.48016, -1.10996], [1.08193, 6.16221, -1.83910], [2.67778, 4.39472, -4.98407], [2.39124, 3.01539, -4.64196], [1.50824, 2.15503, -5.30030], [1.50001, 0.68302, -4.91839], [0.71344, 2.50144, -6.17680], [2.89671, 4.96338, -4.08030], [1.81129, 4.80069, -5.50606], [3.43492, 4.57402, -5.74741], [2.94767, 2.55493, -3.93595], [2.42925, 0.20674, -5.23112], [0.65270, 0.21840, -5.42265], [1.38144, 0.55005, -3.84306], [1.02183, -4.40147, 1.39487], [2.42735, -3.98287, 1.54910], [3.13229, -3.14576, 0.75064], [4.50008, -2.73057, 1.17931], [2.75705, -2.61505, -0.29523], [0.49006, -3.95643, 0.55387], [0.40737, -4.10242, 2.24405], [0.86206, -5.47948, 1.41643], [2.87623, -4.35659, 2.37307], [5.21705, -3.41936, 0.73252], [4.46098, -2.81784, 2.26510], [4.73662, -1.70159, 0.90847], [-2.24008, -0.52501, -4.65939], [-3.35469, -0.45067, -3.71816], [-3.90704, 0.60183, -3.13786], [-5.06591, 0.28641, -2.22696], [-3.48347, 1.77065, -3.21543], [-1.35446, -0.94026, -4.17839], [-1.96835, 0.47752, -4.98985], [-2.49379, -0.98218, -5.61580], [-3.90037, -1.29618, -3.63186], [-5.95540, 0.19131, -2.84975], [-5.15625, 1.09199, -1.49826], [-4.79264, -0.65759, -1.75550], [3.92548, -3.23499, -3.71510], [2.61680, -2.92197, -3.14581], [1.40386, -3.05039, -3.66393], [1.27116, -3.45942, -5.13997], [0.40950, -2.74852, -3.00646], [4.17566, -2.76388, -4.66567], [3.96969, -4.31825, -3.82775], [4.76418, -3.07666, -3.03717], [2.64839, -2.69578, -2.16197], [0.30201, -3.18286, -5.55513], [1.34213, -4.54218, -5.24330], [2.02221, -2.88180, -5.67886]], "forces_ev_per_a": [[1.324, -1.740, -1.599], [-0.909, 1.877, 1.793], [-0.022, 0.128, -0.230], [0.737, -1.275, 0.669], [-0.119, 0.916, 0.083], [-0.273, 0.180, -0.096], [0.057, 0.114, 0.133], [-0.397, 0.544, 0.153], [-0.187, 0.087, -0.707], [-0.341, -0.403, -0.239], [0.188, -0.171, -0.349], [0.095, -0.073, 0.317], [1.165, -0.884, -2.367], [-0.334, -0.266, 2.163], [-1.067, 1.279, 1.344], [2.214, -1.198, -1.199], [0.733, 0.754, 0.412], [-0.975, 0.139, 0.161], [0.144, 0.202, -0.273], [-0.423, -0.265, -0.200], [-0.287, 0.175, 0.542], [-0.001, -0.008, -0.508], [-0.789, -0.576, -0.196], [-0.192, 0.235, -0.160], [0.916, 0.511, 0.512], [0.483, -1.003, -0.069], [-0.277, 3.106, 0.645], [-0.029, -0.857, 0.205], [-0.315, -1.533, -0.491], [-0.656, 0.370, -0.386], [-0.089, -0.562, 0.077], [-0.001, -0.477, -0.339], [-0.196, 0.144, 0.281], [-0.087, -0.110, 0.094], [-0.189, 0.426, -0.222], [0.281, -0.018, -0.360], [0.210, 0.957, -1.587], [-1.465, -2.360, 1.666], [-1.633, -0.847, 1.109], [1.838, -0.358, -0.259], [1.770, 2.851, -1.895], [-0.395, -0.467, 0.001], [0.578, -0.749, 0.219], [0.363, 0.724, 0.375], [0.092, 0.278, -0.009], [-0.810, 0.142, -0.143], [-0.192, -0.409, 0.406], [-0.477, 0.350, 0.367], [0.172, 0.910, 0.493], [-1.181, -0.306, 0.888], [0.300, -2.181, 0.575], [1.017, 0.710, 0.581], [0.375, 2.032, -3.280], [0.338, -0.568, -0.091], [-0.275, 0.050, 0.226], [0.360, -0.476, 0.257], [-0.421, 0.233, 0.481], [-0.193, 0.098, -0.424], [-0.232, 0.152, 0.225], [-0.377, -0.512, 0.119], [0.085, -2.189, 0.214], [2.542, 2.226, -0.769], [-2.317, 0.339, -0.956], [-0.232, -0.464, 0.490], [-0.695, -1.389, 0.859], [-0.194, -0.053, 0.090], [-0.009, 0.332, 0.051], [-0.077, 0.645, 0.007], [-0.062, 0.062, 0.339], [0.307, 0.351, -0.620], [0.112, -0.294, 0.165], [0.475, 0.579, 0.104], [-1.175, 0.202, 0.386], [0.075, -1.034, -0.346], [1.117, 1.068, -1.299], [-0.254, 0.586, 0.183], [-0.617, -0.099, 0.596], [-0.015, 0.073, 0.070], [0.034, 0.345, -0.518], [0.499, 0.319, 0.573], [0.410, -0.116, -0.039], [0.421, -0.084, 0.434], [-0.125, -0.689, -0.169], [-0.180, -0.536, 0.088], [-0.859, 0.171, -0.568], [-0.399, -1.553, -0.429], [-0.809, 0.857, -0.896], [0.221, 0.328, 0.419], [1.241, 0.378, 0.894], [-0.054, 0.014, -0.147], [-0.381, 0.047, 0.511], [0.636, -0.559, 0.266], [0.078, 0.268, -0.144], [0.046, -0.058, 0.027], [0.177, 0.110, 0.023], [0.092, -0.078, 0.116], [-0.549, 0.231, 0.337], [-0.859, -0.364, -0.098], [0.157, 1.436, -1.286], [-0.004, -0.777, 1.255], [-1.204, -0.902, 0.313], [0.637, -0.050, -0.287], [0.316, 0.496, 0.343], [0.589, -0.139, -0.549], [0.158, 0.241, -0.273], [0.182, 0.056, 0.220], [0.921, 0.041, 0.220], [-0.264, -0.277, -0.173], [-0.010, 1.392, 0.040], [0.382, -2.069, -1.469], [0.225, 3.382, 1.110], [0.563, -0.183, -0.375], [-0.047, -1.485, -0.369], [-0.054, -0.407, -0.174], [-0.056, 0.297, 0.410], [-0.172, -0.638, 0.335], [0.244, -0.008, 0.164], [-0.207, -0.071, 0.282], [-0.232, -0.198, -0.107], [-0.563, -0.070, 0.330], [-0.191, -1.313, -0.160], [1.887, 0.407, 0.456], [-1.303, 0.365, -1.124], [0.057, 0.435, 0.660], [-0.303, -0.361, 0.137], [-0.331, 0.139, 0.049], [0.098, -0.175, -0.573], [-0.474, 0.667, 0.337], [-0.309, 0.140, 0.233], [-0.044, 0.151, 0.424], [0.522, 0.048, -0.181], [0.178, -0.560, -0.355]], "smiles": "O=C1CCCO1.O=C1CCCO1.CNC(C)=O.CNC(C)=O.CNC(C)=O.CNC(C)=O.CNC(C)=O.CNC(C)=O.CNC(C)=O.CNC(C)=O.CNC(C)=O", "total_charge": 0, "homo_lumo_gap_ev": 8.2, "lumo_ev": -0.35, "relative_energy_kcal_mol": 48.88}